Record 1
Formula: C31H60N11O2PPdS
Source: OMol25
Level of theory: wB97M-V/def2-TZVPD

Each line ends with the Löwdin charge.
Cartesian coordinates (Å):
Pd  -1.718  -1.275  0.537  0.709
C  -2.800  -0.248  -2.153  -0.118
N  -2.486  0.446  -0.897  -0.242
C  -1.466  1.491  -1.120  -0.226
C  -3.716  1.039  -0.306  -0.134
C  -4.208  0.307  0.916  -0.248
C  -5.528  0.434  1.339  -0.035
C  -5.937  -0.114  2.548  -0.072
C  -5.022  -0.773  3.355  -0.085
C  -3.705  -0.927  2.925  -0.150
C  -3.316  -0.407  1.704  -0.141
H  -3.109  0.464  -2.928  0.100
H  -3.612  -0.951  -1.983  0.058
H  -1.931  -0.807  -2.498  0.068
H  -1.648  2.000  -2.073  0.125
H  0.175  0.622  -0.217  0.054
H  -1.579  2.221  -0.319  0.106
H  -4.499  1.113  -1.065  0.131
H  -3.485  2.063  -0.006  0.128
H  -6.239  0.976  0.725  0.119
H  -6.966  -0.013  2.865  0.110
H  -5.331  -1.176  4.311  0.106
H  -2.991  -1.435  3.569  0.084
N  -0.238  -2.925  1.296  -0.008
C  0.554  -2.459  2.445  -0.273
C  1.845  -3.288  2.660  -0.130
C  1.948  -4.087  3.971  -0.160
C  2.577  -3.313  5.126  -0.146
N  1.942  -2.018  5.321  0.100
C  1.079  -1.669  6.254  -0.429
N  0.426  -0.511  6.108  0.213
N  0.821  -2.436  7.322  0.212
C  0.802  -0.935  2.312  -0.599
O  1.608  -0.407  3.098  -0.010
O  0.149  -0.320  1.426  -0.124
H  -0.721  -3.797  1.490  0.066
H  0.366  -3.079  0.494  0.089
H  -0.089  -2.563  3.326  0.143
H  2.721  -2.642  2.555  0.123
H  1.897  -4.008  1.841  0.115
H  2.585  -4.956  3.798  0.121
H  0.966  -4.474  4.258  0.119
H  3.628  -3.125  4.901  0.135
H  2.562  -3.894  6.047  0.114
H  1.960  -1.390  4.499  0.101
H  0.583  0.040  5.276  0.117
H  -0.179  -0.152  6.825  0.128
H  1.387  -3.242  7.516  0.113
H  0.279  -2.072  8.086  0.129
N  -0.113  0.962  -1.140  -0.057
P  1.128  1.718  -1.923  0.751
N  2.352  0.648  -1.813  -0.184
C  3.657  0.992  -2.411  -0.183
C  3.969  0.091  -3.598  -0.169
C  3.911  -1.377  -3.189  -0.186
C  2.556  -1.698  -2.565  -0.175
C  2.256  -0.761  -1.403  -0.184
N  1.670  3.126  -1.307  -0.192
C  2.622  3.169  -0.177  -0.166
C  1.905  3.246  1.174  -0.154
C  0.581  4.009  1.049  -0.179
C  0.682  5.047  -0.060  -0.165
C  0.860  4.366  -1.421  -0.181
N  0.585  2.080  -3.419  -0.171
C  1.116  3.223  -4.213  -0.182
C  1.424  2.790  -5.638  -0.170
C  0.153  2.323  -6.356  -0.172
C  -0.769  1.555  -5.392  -0.164
C  0.027  0.978  -4.234  -0.195
H  4.428  0.872  -1.642  0.128
H  3.652  2.043  -2.702  0.113
H  4.954  0.347  -3.990  0.124
H  3.242  0.282  -4.394  0.098
H  4.701  -1.577  -2.457  0.121
H  4.102  -2.023  -4.045  0.118
H  2.526  -2.732  -2.213  0.115
H  1.767  -1.591  -3.317  0.110
H  2.986  -0.919  -0.599  0.132
H  1.266  -0.948  -0.997  0.082
H  3.249  4.049  -0.337  0.131
H  3.276  2.303  -0.222  0.099
H  2.567  3.757  1.877  0.120
H  1.734  2.247  1.572  0.095
H  0.321  4.481  1.996  0.117
H  -0.232  3.313  0.821  0.088
H  1.526  5.712  0.139  0.121
H  -0.206  5.678  -0.104  0.120
H  1.339  5.048  -2.126  0.117
H  -0.118  4.106  -1.831  0.108
H  2.008  3.615  -3.729  0.104
H  0.370  4.022  -4.229  0.124
H  2.171  1.993  -5.619  0.102
H  1.881  3.627  -6.165  0.124
H  0.424  1.694  -7.204  0.116
H  -0.378  3.184  -6.763  0.116
H  -1.289  0.749  -5.910  0.119
H  -1.538  2.218  -4.986  0.115
H  0.836  0.343  -4.614  0.112
H  -0.596  0.354  -3.602  0.077
N  -3.222  -4.176  1.944  0.033
C  -3.969  -3.760  0.846  -0.732
N  -4.954  -4.613  0.427  0.044
S  -2.820  -3.101  -0.470  0.726
H  -3.623  -4.965  2.437  0.099
H  -3.029  -3.415  2.582  0.050
H  -4.881  -5.601  0.642  0.100
H  -5.382  -4.430  -0.465  0.087

Calculated values
* DFT total energy: -2837.0051 hartree
* energy above the lowest of the compared OMol25 structures with the same formula, charge and spin: 2.9 kcal per mole
* charge: +2
* spin multiplicity: 5
* LUMO energy (spin up / spin down): -3.8 / -6.8 eV
* Kohn-Sham gap (spin up / spin down): 7.2 / 5.7 eV

***

Record 2
Formula: C31H60O14S3
Source: OMol25
Level of theory: wB97M-V/def2-TZVPD

Each line ends with the Löwdin charge.
Cartesian coordinates (Å):
C  1.966  6.328  -4.288  -0.033
C  3.076  5.364  -3.885  -0.321
C  4.490  5.951  -4.080  -0.068
O  5.050  5.808  -2.764  0.052
C  4.126  5.350  -1.867  -0.491
O  4.284  5.308  -0.633  0.104
O  2.944  5.258  -2.490  0.081
H  1.919  6.518  -5.360  0.085
H  2.170  7.363  -4.015  0.087
H  1.003  5.951  -3.942  0.092
H  2.887  4.462  -4.466  0.150
H  4.374  7.034  -4.124  0.124
H  5.045  5.650  -4.969  0.136
O  7.308  -4.253  0.095  -0.360
S  6.293  -5.123  0.756  0.734
O  5.557  -6.131  0.024  -0.350
C  7.112  -5.968  2.271  -0.180
C  6.243  -5.562  3.504  -0.225
C  5.600  -4.203  3.178  -0.234
C  5.144  -4.066  1.729  -0.214
H  8.041  -5.448  2.503  0.088
H  7.410  -7.002  2.098  0.095
H  5.438  -6.286  3.631  0.104
H  6.831  -5.539  4.421  0.112
H  6.403  -3.505  3.415  0.116
H  4.776  -4.086  3.881  0.113
H  5.148  -3.096  1.233  0.102
H  4.111  -4.403  1.638  0.098
O  -2.920  -9.628  1.543  -0.338
S  -2.242  -8.406  1.131  0.731
O  -3.013  -7.227  0.705  -0.356
C  -0.963  -7.841  2.358  -0.223
C  0.427  -8.146  1.831  -0.250
C  0.309  -7.947  0.351  -0.240
C  -0.901  -8.737  -0.134  -0.194
H  -1.149  -7.982  3.422  0.103
H  -1.000  -6.751  2.353  0.094
H  1.253  -7.618  2.307  0.118
H  0.745  -9.158  2.082  0.117
H  1.338  -8.109  0.030  0.120
H  0.185  -6.906  0.052  0.119
H  -0.753  -9.812  -0.031  0.095
H  -1.338  -8.699  -1.132  0.103
O  0.334  9.229  3.419  -0.349
S  -0.641  8.142  3.186  0.731
O  -1.864  8.366  2.418  -0.362
C  0.193  6.630  2.566  -0.211
C  0.566  5.859  3.798  -0.231
C  -0.329  6.181  4.987  -0.236
C  -1.233  7.369  4.777  -0.206
H  0.920  6.899  1.799  0.114
H  -0.683  6.140  2.142  0.099
H  0.554  4.777  3.660  0.115
H  1.598  6.112  4.043  0.116
H  0.210  6.346  5.920  0.112
H  -0.961  5.330  5.238  0.108
H  -1.344  8.084  5.592  0.105
H  -2.252  7.034  4.579  0.096
C  -4.875  1.966  5.445  -0.016
C  -5.839  2.754  4.575  -0.473
C  -6.710  1.961  3.600  -0.037
O  -5.965  3.973  4.577  0.044
H  -5.115  0.922  5.244  0.073
H  -4.972  2.273  6.487  0.088
H  -3.886  2.152  5.027  0.087
H  -7.473  1.367  4.102  0.081
H  -6.098  1.318  2.968  0.079
H  -7.297  2.548  2.894  0.075
C  -5.108  3.990  -1.308  -0.036
C  -5.287  5.141  -2.256  -0.448
C  -6.245  6.310  -1.856  -0.014
O  -4.650  5.167  -3.328  0.021
H  -4.367  3.249  -1.607  0.080
H  -6.050  3.455  -1.189  0.081
H  -4.860  4.378  -0.320  0.084
H  -6.475  6.790  -2.807  0.077
H  -5.698  6.995  -1.209  0.081
H  -7.097  5.931  -1.291  0.073
C  -0.230  -1.301  0.544  -0.014
C  -0.795  0.134  0.419  -0.457
C  -0.155  1.191  -0.456  -0.027
O  -1.875  0.397  0.952  0.025
H  0.423  -1.270  1.416  0.079
H  0.420  -1.527  -0.302  0.073
H  -1.076  -1.984  0.621  0.079
H  0.907  1.364  -0.282  0.082
H  -0.706  2.109  -0.251  0.076
H  -0.276  1.050  -1.530  0.084
C  -3.945  -2.684  -2.974  -0.023
C  -3.332  -3.844  -3.736  -0.480
C  -4.233  -4.990  -4.120  -0.032
O  -2.153  -3.918  -4.083  0.037
H  -3.413  -1.750  -3.153  0.079
H  -3.750  -2.809  -1.909  0.087
H  -4.995  -2.501  -3.201  0.081
H  -4.931  -4.607  -4.865  0.085
H  -4.730  -5.211  -3.176  0.083
H  -3.819  -5.920  -4.511  0.083
C  2.461  -1.358  -5.418  -0.040
C  3.882  -1.488  -4.900  -0.458
C  4.870  -1.956  -5.985  -0.026
O  4.215  -1.103  -3.783  0.052
H  2.266  -0.736  -6.292  0.080
H  1.893  -0.855  -4.634  0.073
H  1.956  -2.266  -5.746  0.085
H  5.439  -1.083  -6.305  0.082
H  4.404  -2.191  -6.942  0.069
H  5.550  -2.732  -5.632  0.083

Calculated values
* DFT total energy: -3464.9266 hartree
* SMILES: C[C@H]1COC(=O)O1.O=S1(=O)CCCC1.O=S1(=O)CCCC1.O=S1(=O)CCCC1.CC(C)=O.CC(C)=O.CC(C)=O.CC(C)=O.CC(C)=O
* energy above the lowest of the compared OMol25 structures with the same formula, charge and spin: 89.2 kcal per mole
* spin multiplicity: 1
* LUMO energy: 0.0 eV
* Kohn-Sham gap: 9.6 eV